(1)
A molecular structure, C32H35IrNO6P4STe. Source: the OMol25 dataset; level of theory: ωB97M-V with the def2-TZVPD basis set.

The geometry in XYZ format:
```
81
Properties=species:S:1:pos:R:3:forces:R:3:lowdin_spin:R:1
Ir 0.2816 0.1236 0.1349 0.22 -0.41 -0.27 2.507
Te -2.4142 0.6240 -0.3258 -1.24 -0.88 0.02 0.947
S -5.3986 -0.3638 0.6157 0.57 -0.13 0.27 0.031
P 2.1422 -1.3384 0.9975 0.35 -0.82 0.03 0.160
P 0.2145 -1.8684 -1.6619 0.22 -0.11 -0.16 0.172
P 0.3806 2.5047 1.6512 -0.11 0.97 1.08 0.016
P 0.8351 2.5035 -1.2389 0.17 1.05 -1.12 0.009
O 1.7778 1.3403 -1.1818 0.04 -0.39 0.70 0.117
O 1.3147 1.3576 1.8628 0.46 -0.05 -0.19 0.118
O -0.6139 2.1532 -1.4389 0.10 0.06 0.04 0.112
O 1.3006 3.5851 -2.3161 -0.19 0.04 0.57 0.009
O 0.4822 3.6165 2.7984 0.14 -0.06 -0.70 0.017
O -1.0599 2.1279 1.4275 0.01 -0.06 -0.08 0.222
N -0.2781 4.5311 0.0696 -0.70 0.12 -0.12 0.000
C 2.0103 -0.0214 -5.4630 0.04 -0.05 0.04 0.004
C 2.1874 -3.4305 2.9007 -0.03 0.01 -0.10 0.004
C 5.3223 -0.1874 3.2709 0.09 0.05 0.01 -0.001
C -1.6426 -3.9419 -1.5745 0.13 0.13 -0.04 0.012
C -1.6629 -2.6352 -3.5977 0.17 0.00 0.07 0.016
C -2.5922 -4.7871 -2.1161 -0.14 -0.05 0.01 0.000
C -0.2955 -2.6909 3.9299 -0.07 -0.08 0.10 0.002
C 2.1562 4.3517 0.4561 0.28 0.13 0.03 0.000
C 0.8903 0.5300 -4.8554 -0.02 0.02 -0.04 0.000
C 6.2294 0.2453 2.3149 -0.12 -0.03 -0.01 0.014
C 1.6247 -4.1390 3.9482 0.12 -0.06 -0.01 0.002
C -3.0839 -4.5618 -3.3938 0.03 0.11 0.07 0.014
C 2.5993 -2.5195 -0.3555 -0.15 0.30 0.18 0.018
C 3.7324 -0.6820 1.5411 -0.16 0.26 -0.05 0.021
C -1.1419 -2.8792 -2.3275 -0.14 0.18 0.15 0.029
C 0.2465 -2.0046 2.8604 0.10 0.23 -0.28 0.026
C 1.3559 -3.1475 -0.9693 -0.09 0.27 -0.09 0.015
C 4.0715 -0.6402 2.8930 -0.15 -0.07 -0.15 0.014
C 0.3808 -0.0409 -3.7035 0.10 -0.17 0.16 0.005
C -2.6227 -3.4786 -4.1256 -0.16 -0.07 0.00 -0.001
C -3.4229 -1.2630 2.0083 0.21 0.21 -0.31 0.063
C 1.4903 -2.3607 2.3476 -0.09 0.35 -0.26 0.025
C 2.6235 -1.1337 -4.9056 0.12 0.04 -0.08 0.000
C 0.3961 -3.7650 4.4710 -0.07 0.10 -0.06 0.001
C 5.8754 0.2481 0.9734 0.09 0.06 0.00 -0.001
C -3.6753 -0.4819 0.9005 -0.14 0.24 -0.37 0.097
C 2.1302 -1.7003 -3.7422 -0.23 0.04 0.06 0.006
C 0.8678 3.6039 0.2488 0.30 -1.17 0.01 -0.002
C -4.5835 -1.7494 2.6140 -0.44 0.00 -0.04 0.016
C 0.9961 -1.1629 -3.1401 0.01 0.02 0.14 0.015
C 4.6280 -0.2001 0.5841 -0.20 -0.08 0.07 0.012
C -5.7255 -1.3428 1.9676 0.31 0.06 -0.03 0.093
H -2.4290 -1.4727 2.3587 0.17 -0.03 0.08 0.003
H 2.3957 0.4103 -6.3746 0.05 0.02 -0.05 0.000
H 0.3722 3.2823 3.6862 -0.09 -0.11 0.65 0.000
H -0.5068 0.3713 -3.2401 -0.01 0.10 0.02 0.003
H -1.0976 3.9309 -0.1399 0.04 0.36 0.06 0.001
H 1.7313 3.2252 -3.0891 0.27 -0.18 -0.56 0.000
H 2.6229 -2.5706 -3.3339 0.02 -0.08 0.03 0.000
H -1.2755 -4.1231 -0.5756 0.00 -0.08 0.13 0.001
H 3.3632 -0.9651 3.6409 -0.01 -0.05 0.08 0.000
H 2.1541 -4.9807 4.3659 0.07 -0.07 0.07 0.000
H -0.2623 -1.1553 2.3960 -0.07 -0.10 0.31 0.021
H -1.2407 -2.3905 4.3560 -0.12 0.02 0.00 0.000
H 3.1508 -1.9538 -1.1103 0.08 -0.02 0.11 0.000
H 7.2062 0.5900 2.6151 0.10 0.03 0.03 0.001
H -0.4507 5.0548 0.9378 -0.03 0.06 -0.24 0.000
H 5.5942 -0.1733 4.3142 0.01 0.00 0.13 0.000
H 0.4086 1.3960 -5.2889 -0.06 0.00 -0.05 0.000
H 2.9569 3.6325 0.6142 0.10 -0.01 0.02 0.000
H -4.5888 -2.3664 3.4948 -0.05 -0.12 0.11 -0.001
H 3.1630 -3.7025 2.5251 0.11 -0.06 -0.03 0.000
H -0.1218 5.1717 -0.7195 -0.05 -0.02 0.21 0.000
H 0.8009 -3.6939 -0.2013 -0.02 0.00 -0.12 0.001
H 1.6189 -3.8576 -1.7578 -0.08 0.02 0.04 0.004
H -6.7386 -1.5750 2.2339 -0.22 -0.06 0.02 0.005
H 2.4018 4.9502 -0.4205 0.04 0.01 -0.01 0.000
H 4.3384 -0.1628 -0.4558 0.05 -0.01 -0.15 0.000
H 6.5773 0.6002 0.2332 0.04 0.04 -0.08 0.000
H -1.2969 -1.8117 -4.1902 0.01 0.02 -0.08 0.001
H -3.8351 -5.2162 -3.8090 -0.02 -0.08 -0.04 0.001
H -2.9528 -5.6241 -1.5389 -0.04 -0.08 0.07 0.000
H 2.0987 4.9951 1.3331 0.03 0.00 0.04 0.000
H -0.0208 -4.3079 5.3048 -0.04 -0.06 0.07 0.000
H 3.4907 -1.5738 -5.3753 0.06 0.02 -0.07 0.000
H -3.0118 -3.2918 -5.1141 -0.02 0.03 -0.11 0.000
H 3.2660 -3.2847 0.0554 -0.04 0.14 0.00 0.004
```
Forces are in eV/Å.

Output
- ⟨S²⟩: 8.78
- Total charge: +2
- Relative energy (zero: lowest compared OMol25 entry of this formula, charge and spin): 53.5 kJ/mol
- E: -105639.156 eV
- Gap between HOMO and LUMO (spin up / spin down): 7.60 / 6.09 eV
- 2S+1: 6
- Strongest force on any atom: 1.54 eV Å⁻¹

---

(2)
A molecular structure, C4H5NaO. Source: the OMol25 dataset; level of theory: ωB97M-V with the def2-TZVPD basis set.

The geometry in XYZ format:
```
11
Properties=species:S:1:pos:R:3:forces:R:3:lowdin_charge:R:1
Na -0.4851 2.9385 -0.6374 -0.08 -0.76 0.09 0.670
O 0.6619 1.8148 1.0162 0.03 0.40 -0.19 -0.036
C 0.9219 0.6318 1.0741 -0.45 -0.51 0.39 -0.230
C -0.6008 -0.5516 -0.4875 -0.59 -1.32 0.01 -0.392
C 0.7962 -0.3304 -0.0717 0.88 -0.63 -0.02 -0.249
C -1.6036 -0.3575 -1.1757 -0.17 1.46 -0.06 -0.055
H -0.9431 -2.5232 0.3123 0.46 0.75 0.01 -0.077
H 1.2655 -1.2786 0.2408 -0.50 0.27 -0.17 0.085
H 1.2092 0.1739 2.0414 0.07 0.32 -0.14 0.139
H 1.4184 0.0401 -0.9027 -0.30 0.17 -0.03 0.125
H -2.6406 -0.5578 -1.4099 0.65 -0.14 0.11 0.020
```
Forces are in eV/Å.

Output
- Relative energy (zero: lowest compared OMol25 entry of this formula, charge and spin): 285.9 kJ/mol
- E: -10686.515 eV
- Gap between HOMO and LUMO (spin up / spin down): 3.54 / 3.54 eV
- Strongest force on any atom: 1.47 eV Å⁻¹

---

(3)
2 unconnected molecules or ions with the total composition C4H7NO. Source: the OMol25 dataset; level of theory: ωB97M-V with the def2-TZVPD basis set.

The geometry in XYZ format:
```
13
Properties=species:S:1:pos:R:3:forces:R:3:lowdin_charge:R:1
O 0.6505 -2.9435 0.3114 0.66 -1.10 -0.19 0.052
N 0.1646 -1.3811 -1.2325 -0.21 -4.75 -7.33 0.132
C 0.3189 -1.8375 -0.0267 -1.33 -0.76 1.74 -0.725
C -0.1692 3.1775 -0.4857 -0.33 -1.13 1.41 -0.005
C -0.2054 -0.8604 0.9271 2.07 1.14 3.82 -0.034
C 0.3222 2.6885 0.5159 -0.46 0.75 -2.09 -0.014
H -0.3830 -1.4863 1.9047 0.55 1.88 -1.55 0.131
H 0.8822 2.1728 1.2526 0.08 0.20 0.36 0.006
H 0.5844 0.0159 0.9794 -1.33 -1.85 0.64 0.095
H -1.0797 -0.3379 0.6313 -1.02 0.06 -0.39 0.056
H -0.1059 -0.4755 -1.3798 -0.91 2.37 -0.41 0.046
H -0.8880 3.3934 -1.2662 0.71 0.27 0.32 0.024
H -0.0917 -2.1258 -2.1315 1.52 2.93 3.68 0.234
```
Forces are in eV/Å.

Output
- Relative energy (zero: lowest compared OMol25 entry of this formula, charge and spin): 372.7 kJ/mol
- E: -7795.781 eV
- SMILES: CC(N)=O.C#C
- Gap between HOMO and LUMO: 10.44 eV
- Strongest force on any atom: 8.74 eV Å⁻¹

---

Question: Among the records above, which one has the lowest relative energy (zero: lowest compared OMol25 entry of this formula, charge and spin)?
Answer: C32H35IrNO6P4STe